Entry 1:
The following is a DFT calculation (ωB97M-V/def2-TZVPD) of C44H52I2N9O4STi as an isolated structure.

Geometry as XYZ:
```
113
Properties=species:S:1:pos:R:3:forces:R:3
Ti -0.4097 0.0982 0.3104 0.28 0.15 0.28
I 7.0764 -1.5702 0.0679 0.00 0.01 0.00
C 5.0058 -1.4061 0.0367 -0.05 0.00 0.00
C 4.2204 -2.4599 0.4845 0.02 -0.01 0.00
C 2.8339 -2.3615 0.4566 0.23 0.07 -0.09
I 1.7194 -3.9714 1.1441 -0.03 -0.04 -0.02
C 2.2363 -1.2091 -0.0387 -0.15 0.13 -0.02
O 0.8910 -1.0803 -0.1051 -0.12 -0.38 0.01
C 3.0212 -0.1340 -0.4576 0.06 -0.10 0.03
C 2.3521 1.0967 -0.9938 0.03 0.03 -0.08
N 1.2511 1.6001 -0.1393 -0.16 0.06 -0.02
C 1.7254 2.2555 1.0893 -0.01 0.06 0.03
C 1.8900 1.2291 2.1669 0.00 0.02 0.02
C 2.9318 1.2765 3.0785 -0.03 0.00 0.00
C 3.0467 0.2736 4.0255 -0.02 0.00 -0.02
C 2.1188 -0.7566 4.0134 -0.05 0.00 -0.04
C 1.1080 -0.7289 3.0725 0.00 -0.04 0.04
N 0.9682 0.2534 2.1732 0.02 0.07 -0.09
C 4.4026 -0.2409 -0.4223 -0.01 0.00 0.02
H 4.6877 -3.3610 0.8578 0.00 -0.01 0.00
H 1.9051 0.8902 -1.9686 0.01 -0.02 0.03
H 3.0970 1.8862 -1.1277 -0.02 -0.02 -0.02
H 0.7521 2.2870 -0.7042 0.04 -0.03 0.04
H 0.9772 2.9927 1.3921 0.04 -0.02 0.00
H 2.6614 2.7946 0.9180 -0.02 -0.05 0.00
H 3.6559 2.0774 3.0233 0.01 0.02 0.00
H 3.8575 0.2806 4.7403 0.02 0.00 0.02
H 2.1821 -1.5838 4.7052 0.01 -0.02 0.02
H 0.3993 -1.5415 3.0177 0.00 0.01 -0.01
H 5.0128 0.5891 -0.7559 0.01 0.01 -0.01
C -1.6825 2.7050 -4.7631 -0.01 0.04 0.00
N -0.8226 1.5340 -4.8541 0.01 -0.06 0.01
C -0.3216 1.0116 -6.0293 0.04 -0.06 -0.02
C 0.4214 -0.0587 -5.7019 -0.02 0.06 -0.04
N 0.3708 -0.1846 -4.3174 -0.02 0.09 0.00
C -0.4002 0.8019 -3.8053 -0.05 -0.01 0.03
S -0.8435 1.2375 -2.2066 -0.01 0.06 0.00
C 1.0396 -1.2658 -3.6581 -0.01 -0.05 0.02
C 2.3976 -1.4209 -3.8843 -0.04 -0.01 0.02
C 3.0009 -2.5796 -3.4175 -0.02 0.03 0.03
C 2.2207 -3.5029 -2.7432 0.00 0.00 0.05
C 0.8805 -3.2160 -2.5328 0.04 0.01 0.03
N 0.2804 -2.1150 -2.9854 0.02 0.05 0.02
H -1.8198 3.1022 -5.7643 -0.01 0.00 0.00
H -1.2147 3.4592 -4.1331 -0.01 0.00 -0.01
H -2.6471 2.4258 -4.3437 0.01 0.01 0.01
H -0.5473 1.4466 -6.9859 0.00 0.00 -0.03
H 0.9642 -0.7607 -6.3078 0.01 0.00 -0.02
H 2.9509 -0.6715 -4.4337 0.01 0.01 -0.01
H 4.0538 -2.7573 -3.5907 0.00 -0.01 0.00
H 2.6348 -4.4325 -2.3797 0.02 -0.01 0.01
H 0.2580 -3.9138 -1.9875 -0.01 -0.01 0.01
C -5.2301 -1.2831 0.5290 -0.10 0.02 0.19
N -3.9993 -0.6873 0.0316 -0.06 0.04 -0.08
C -4.0257 0.7677 -0.0502 0.03 0.00 0.01
C -3.0819 -1.4141 -0.6578 -0.02 -0.08 0.06
N -1.7933 -1.0972 -0.6230 0.07 -0.10 -0.18
N -3.5125 -2.5031 -1.3228 0.05 0.00 0.01
C -4.8376 -2.5452 -1.9454 0.04 0.02 -0.21
C -2.5788 -3.5223 -1.7883 -0.02 -0.01 0.01
H -5.4064 -0.9179 1.5422 0.00 0.01 0.01
H -5.1484 -2.3672 0.5522 0.00 0.05 0.09
H -6.0987 -1.0130 -0.0757 0.01 0.01 0.07
H -4.1208 1.2050 0.9452 0.03 0.02 0.01
H -4.8852 1.0821 -0.6490 -0.02 0.00 0.04
H -3.1193 1.1331 -0.5204 -0.10 -0.03 -0.02
H -1.2870 -1.5093 -1.4120 -0.05 0.01 0.04
H -5.3120 -1.5689 -1.8926 0.04 -0.12 -0.11
H -5.4790 -3.2904 -1.4746 0.00 0.00 -0.04
H -4.7151 -2.8050 -2.9968 0.00 -0.01 0.00
H -1.8035 -3.6873 -1.0419 0.01 0.01 0.03
H -2.1112 -3.2403 -2.7355 -0.02 0.00 0.03
H -3.1277 -4.4520 -1.9286 0.01 0.01 0.01
C -3.3719 3.3595 7.9836 -0.02 0.00 0.01
O -2.5745 3.1550 6.8085 0.02 0.02 -0.05
C -1.5946 4.0461 6.5537 0.06 0.05 0.00
C -1.2882 5.1713 7.3149 -0.03 -0.07 -0.04
C -0.2295 5.9828 6.9394 0.02 0.02 0.00
C 0.5503 5.6948 5.8246 -0.01 -0.01 0.01
C 0.2549 4.5802 5.0628 -0.08 0.03 -0.02
C -0.8255 3.7873 5.4159 -0.02 0.01 0.03
N -1.1489 2.6029 4.6782 -0.05 -0.09 -0.14
C -1.4064 2.4474 3.4142 0.02 0.04 0.08
C -1.5803 3.4285 2.3836 0.03 -0.04 -0.15
C -1.8918 4.7842 2.6115 0.04 -0.04 -0.05
C -2.1397 5.6319 1.5579 0.00 0.00 0.08
C -2.0697 5.1495 0.2521 0.00 -0.01 -0.04
C -1.7781 3.8228 -0.0119 -0.03 0.04 0.07
C -1.5428 2.9449 1.0440 -0.02 0.12 0.23
O -1.2915 1.6591 0.8097 0.13 -0.04 -0.13
H -4.0799 2.5373 8.0065 0.02 0.03 0.01
H -3.9099 4.3055 7.9189 0.01 -0.01 0.01
H -2.7487 3.3360 8.8775 -0.01 0.01 0.00
H -1.8629 5.4152 8.1948 -0.02 -0.01 0.03
H -0.0019 6.8522 7.5407 0.01 0.01 0.00
H 1.3855 6.3279 5.5650 0.02 0.01 -0.01
H 0.8497 4.3235 4.1955 0.01 -0.02 -0.03
H -1.2112 1.7655 5.2485 -0.02 0.02 0.00
H -1.5198 1.4129 3.1045 0.02 -0.03 0.00
H -1.9621 5.1600 3.6193 0.02 0.01 0.10
H -2.3926 6.6652 1.7429 0.00 0.03 0.00
H -2.2572 5.8237 -0.5729 0.00 0.01 -0.02
H -1.7454 3.4519 -1.0268 0.00 -0.02 0.01
C -1.9471 -3.0163 1.9599 0.02 0.05 -0.06
C -2.1779 -1.6455 2.4870 0.00 0.05 0.07
C -3.1444 -1.4898 3.6139 -0.01 0.01 -0.05
O -1.5723 -0.6539 2.0749 0.00 -0.03 -0.23
H -2.8438 -3.3403 1.4241 -0.03 0.00 -0.02
H -1.8259 -3.7117 2.7929 0.00 -0.01 0.01
H -1.0837 -3.0500 1.3019 -0.03 -0.01 -0.02
H -2.6550 -1.8331 4.5300 0.01 0.00 0.03
H -4.0143 -2.1309 3.4748 -0.02 -0.01 0.00
H -3.4470 -0.4525 3.7322 -0.01 0.02 0.02
```
Forces are in eV/Å.

Summary:
E (Eh): -4344.05954
Total charge: +3
Orbital gap (eV): 6.6
Energy above the lowest of the compared OMol25 structures with the same formula, charge and spin (kcal/mol): 0.0


Entry 2:
The following is a DFT calculation (ωB97M-V/def2-TZVPD) of C44H52N4O3Sb2Tl as an isolated structure.

Geometry as XYZ:
```
106
Properties=species:S:1:pos:R:3:forces:R:3
Tl -2.0299 2.1092 -0.8649 -0.60 -0.37 -0.01
N -3.7139 5.1812 -2.1150 -1.33 0.45 -0.33
C -3.7017 6.6890 -2.1753 -0.44 -0.02 0.41
C -2.4706 7.1482 -2.9346 -0.73 -0.08 1.29
C -1.2295 6.7805 -2.1015 2.35 1.45 -2.29
N -0.9323 5.3128 -2.2509 -0.02 0.73 0.94
C -1.1740 7.2386 -0.5967 -2.20 1.03 -1.59
C -2.4596 6.7419 0.1557 -0.23 2.13 -0.35
N -2.3595 5.3205 0.4566 0.79 0.48 -1.89
C -3.7309 7.1897 -0.7258 0.50 -0.05 1.26
H -4.0703 4.7914 -2.9929 0.74 0.02 -0.10
H -4.5233 4.9107 -1.4591 1.11 -0.13 0.36
H -2.7061 4.9224 -1.9084 -0.80 -0.49 -0.02
H -4.6112 7.0155 -2.6777 -0.11 -0.09 0.00
H -2.5349 8.2379 -3.0201 0.08 -0.15 -0.12
H -2.4818 6.7152 -3.9499 0.41 0.14 0.39
H -0.4573 7.3978 -2.7045 -0.43 -1.05 1.33
H -0.2519 5.1841 -1.5027 0.09 -0.75 -0.53
H -0.5238 5.0661 -3.1571 -0.01 0.40 0.45
H -1.0546 8.3811 -0.5293 -0.77 -1.55 -0.36
H -0.2965 6.9500 -0.0878 1.19 -1.01 0.37
H -2.4019 7.3487 1.0899 -0.78 -0.32 -0.42
H -3.1002 4.8941 0.9375 -1.34 -0.12 0.90
H -1.5197 5.2229 0.9701 0.79 -0.52 0.76
H -3.7585 8.2853 -0.7387 0.38 -0.08 -0.11
H -4.6972 6.9657 -0.2278 0.62 -0.45 -0.27
C 3.8860 -2.7117 -1.5868 0.75 0.17 -0.57
C 2.3681 -2.9228 -1.5871 0.41 0.19 0.16
C 1.9192 -4.0082 -0.6240 0.74 -0.74 -1.77
Sb -0.1548 -4.4017 -0.6537 -0.89 -0.29 1.74
C 0.1132 -6.4871 -0.3567 -0.40 -0.88 -2.05
C 0.8034 -7.1994 -1.3584 -0.83 1.19 1.89
C 0.9643 -8.5342 -1.2977 1.44 -2.92 -1.50
C 0.2648 -9.3551 -0.4239 0.28 1.95 1.30
C -0.5010 -8.6568 0.5056 -0.65 -0.57 0.65
C -0.6044 -7.2693 0.5128 0.71 0.26 0.95
C -0.3718 -4.0673 1.5966 0.19 -1.23 -1.19
C -1.4919 -3.2306 1.9901 -1.17 1.36 -0.12
C -0.0621 -1.7604 3.5100 0.03 1.42 0.41
C 0.8079 -2.8366 4.1261 0.84 -0.91 -1.08
C 1.1397 -4.0270 3.5424 -0.56 0.89 3.01
C 0.6470 -4.5708 2.3302 -0.20 -0.03 -1.33
Sb 4.7507 -2.0092 0.3344 1.53 -0.18 0.37
C 5.0382 0.1630 0.3868 -4.51 -1.47 -2.23
C 6.1504 0.6806 0.8603 1.99 0.62 0.45
C 6.4340 2.0035 0.5684 1.08 0.72 0.87
C 5.5423 2.8500 -0.0907 -0.31 -1.16 1.38
C 4.2339 2.3342 -0.3276 -0.24 0.77 -0.90
C 3.9873 0.9737 -0.1734 2.70 -0.40 1.10
C 6.8929 -2.2313 -0.3516 -2.61 0.68 0.27
C 7.2848 -1.6298 -1.5145 1.42 -0.99 -1.88
C 8.3497 -2.2195 -2.2791 -1.28 2.91 0.41
C 8.9825 -3.3580 -1.8676 0.49 -0.89 -0.99
C 8.4786 -3.9936 -0.7504 -0.09 -0.48 1.06
C 7.5114 -3.3749 0.0567 0.75 -1.77 0.61
H 4.2770 -2.1039 -2.4353 -0.53 -0.14 0.56
H 4.3246 -3.7137 -1.7667 0.21 0.44 0.44
H 2.0571 -3.1542 -2.6019 -0.16 0.05 -0.23
H 1.8735 -2.0152 -1.2733 -0.33 0.58 -0.19
H 2.1431 -3.6972 0.3481 0.45 0.20 1.67
H 2.4545 -4.9583 -0.8454 -0.30 0.49 0.27
H 1.3022 -6.6454 -2.0656 1.32 1.02 -1.74
H 1.7395 -9.0282 -1.9453 -0.98 0.62 0.38
H 0.5610 -10.3605 -0.2254 -0.26 -0.68 -0.36
H -0.9912 -9.1720 1.3335 0.09 -0.10 -0.30
H -0.9817 -6.7409 1.3697 -0.84 -0.23 0.29
H -2.5364 -3.4969 1.5517 2.07 0.72 0.55
H -0.4311 -1.2446 4.3995 -0.39 0.30 -0.14
H 1.4069 -2.5136 5.0193 -0.99 -0.42 -0.75
H 1.7590 -4.6763 4.1677 0.22 0.19 -0.41
H 1.2495 -5.4145 1.9458 -0.21 0.70 -0.21
H 6.8384 0.0317 1.3830 0.42 0.21 0.01
H 7.4003 2.3206 1.0046 -0.60 0.45 -0.75
H 5.8620 3.8832 -0.1720 -0.53 -0.02 -0.39
H 3.4459 3.0296 -0.7000 0.66 -0.66 0.21
H 3.1587 0.3394 -0.3772 -1.31 0.71 -0.59
H 6.7817 -0.8096 -2.0159 -0.15 0.14 0.48
H 8.5718 -1.5809 -3.1442 0.51 -0.90 0.05
H 9.7926 -3.8345 -2.4670 -0.81 0.46 0.50
H 8.7846 -5.0231 -0.5489 0.22 0.47 0.34
H 7.1989 -3.8138 1.0223 0.19 -0.14 -0.80
C -3.5540 -1.2042 2.1117 0.62 2.26 0.90
O -2.2482 -1.0781 2.7964 -0.77 -0.60 -0.15
C -1.3050 -2.0706 2.6880 -0.91 -1.81 -0.17
C 0.7899 -0.7530 2.7047 0.43 -2.05 -2.00
H -4.1636 -0.3350 2.5864 1.06 -1.42 -1.16
H -4.1031 -2.0985 2.2887 -0.05 -0.97 0.65
H -3.4395 -1.1241 1.0214 0.07 0.32 0.36
H 1.5159 -0.2034 3.2458 0.44 0.69 0.88
H 0.1614 -0.0963 2.0711 0.39 -0.27 0.39
H 1.4291 -1.4496 2.0461 -0.89 1.22 0.37
O -5.7505 4.4745 -0.3946 0.93 0.68 -0.56
C -5.6471 3.2601 -0.3592 0.32 -1.54 -0.66
N -4.6645 2.4267 -0.9671 -0.47 2.73 0.66
C -4.9359 1.1675 -0.6202 2.86 -3.07 -0.46
O -4.0385 0.2536 -0.8473 -2.68 2.26 0.77
C -6.2435 1.0749 0.1085 -0.98 -0.44 1.00
C -7.0894 0.0456 0.5797 -0.97 1.05 -0.12
C -8.3290 0.4374 1.1516 -0.20 0.40 0.02
C -8.6702 1.8220 1.3697 1.49 -2.77 -1.56
C -7.8158 2.7922 0.8779 -1.17 1.85 0.43
C -6.6392 2.4105 0.3085 0.60 -1.39 -0.48
H -7.0280 -1.0281 0.4536 0.85 0.15 -0.31
H -9.0723 -0.4066 1.3099 0.95 1.43 0.21
H -9.6364 2.0444 1.6858 -1.36 0.48 0.76
H -8.1380 3.8803 0.8549 0.62 -1.46 0.24
```
Forces are in eV/Å.

Summary:
E (Eh): -2805.11901
Total charge: +1
Orbital gap (eV): 5.8
Energy above the lowest of the compared OMol25 structures with the same formula, charge and spin (kcal/mol): 77.3